The following is a quantum chemistry calculation of C52H38BrN2O11P2SW as an isolated structure at a distorted geometry, from the Open Molecules 2025 dataset.

Calculated values
Electronic energy, hartree: -6663.5156
Energy relative to the best compared isomer or geometry (same formula, charge and spin), kcal per mole: 109.04
F_max, eV Å⁻¹: 1.70
M, g mol⁻¹: 1224.6
2S+1: 3
Net charge: -1

Positions of all 108 atoms, in Å:
W  1.590  -2.611  0.029
O  -2.055  -1.055  -0.427
C  -1.162  -2.051  -0.348
O  -0.216  -1.854  0.492
C  -1.125  -3.147  -1.195
C  -1.607  -3.139  -3.634
C  -0.703  -4.211  -4.156
C  0.273  -4.790  -3.447
C  0.712  -4.442  -2.103
N  0.137  -3.700  -1.212
C  2.089  -4.913  -1.670
O  2.695  -5.757  -2.289
O  2.491  -4.333  -0.570
H  -2.464  -3.031  -4.305
H  -0.893  -4.585  -5.156
H  0.895  -5.549  -3.904
C  -3.937  5.320  -0.257
C  -2.436  4.989  -0.255
C  -1.624  6.293  -0.356
C  -2.074  4.279  1.042
C  -2.307  4.888  2.273
C  -1.977  4.271  3.468
C  -1.405  3.007  3.446
C  -1.159  2.356  2.246
P  -0.443  0.670  2.106
C  1.181  0.857  2.940
C  1.960  -0.382  3.249
C  3.451  -0.378  2.947
C  4.056  0.959  2.725
C  3.313  2.063  2.684
C  1.855  1.992  2.686
C  -1.572  -0.286  3.198
C  -2.934  0.029  3.228
C  -3.865  -0.848  3.764
C  -3.462  -2.072  4.278
C  -2.116  -2.406  4.250
C  -1.189  -1.528  3.709
C  -1.489  3.018  1.058
O  -1.190  2.348  -0.095
C  -1.485  2.875  -1.316
C  -1.112  2.092  -2.419
C  -1.404  2.573  -3.687
C  -2.043  3.793  -3.860
C  -2.376  4.548  -2.749
C  -2.103  4.112  -1.454
P  -0.140  0.546  -2.114
C  1.240  0.729  -3.275
C  2.310  1.550  -2.774
C  3.595  1.285  -3.096
C  3.898  -0.052  -3.706
C  2.835  -0.369  -4.716
C  1.556  -0.055  -4.438
C  -1.302  -0.762  -2.716
C  -0.929  -1.787  -3.492
C  -2.133  -3.573  -2.214
C  -3.513  -2.989  -2.081
C  -3.691  -1.681  -2.022
C  -2.523  -0.764  -1.783
H  -4.198  5.947  0.596
H  -4.529  4.406  -0.202
H  -4.216  5.855  -1.165
H  -1.840  6.950  0.488
H  -1.865  6.829  -1.276
H  -0.555  6.078  -0.356
H  -2.754  5.875  2.297
H  -2.167  4.770  4.409
H  -1.151  2.504  4.372
H  1.589  -1.028  4.033
H  4.937  -1.886  2.784
H  5.132  1.005  2.627
H  3.786  3.028  2.556
H  1.314  2.884  2.392
H  -3.277  0.968  2.811
H  -4.915  -0.581  3.757
H  -4.190  -2.767  4.677
H  -1.782  -3.367  4.619
H  -0.158  -1.846  3.652
H  -1.116  1.982  -4.549
H  -2.264  4.160  -4.854
H  -2.854  5.510  -2.892
H  2.069  2.377  -2.112
H  4.409  1.920  -2.779
H  4.900  -0.107  -4.121
H  3.105  -0.910  -5.613
H  0.764  -0.345  -5.115
H  0.044  -1.743  -3.956
H  -2.186  -4.662  -2.185
H  -4.360  -3.661  -2.145
H  -4.683  -1.249  -1.981
H  -2.891  0.260  -1.706
Br  5.486  0.389  -0.448
C  2.507  -1.035  1.985
C  4.422  -1.378  3.608
C  3.820  -2.410  4.510
C  2.934  -3.339  4.127
C  2.360  -3.390  2.802
N  2.409  -2.464  1.914
C  1.410  -4.501  2.369
O  1.234  -5.482  3.063
O  0.771  -4.161  1.297
H  5.175  -0.813  4.157
H  4.171  -2.442  5.536
H  2.616  -4.129  4.795
O  3.926  -1.158  -2.701
S  3.282  -0.840  -1.281
O  2.073  -0.624  0.774
O  1.698  -1.612  -1.611
O  3.639  -2.107  -0.488

=====

The following is a quantum chemistry calculation of a 2-piece molecular cluster, C23H48BBrCl2N2O5PS overall at a distorted geometry, from the Open Molecules 2025 dataset.

Calculated values
Electronic energy, hartree: -5649.1836
F_max, eV Å⁻¹: 9.15
M, g mol⁻¹: 657.3
Net charge: +1

Positions of all 84 atoms, in Å:
C  -4.353  5.512  -0.143
C  -5.898  5.375  -0.698
O  -6.830  6.229  -0.201
O  -6.158  4.362  -1.735
C  -7.206  3.412  -1.334
C  -6.667  1.943  -0.844
C  -5.310  1.419  -1.636
C  -3.957  1.415  -0.653
C  -3.136  0.005  -0.791
C  -1.512  0.099  -0.660
N  -0.773  0.788  -1.766
C  -1.155  0.386  -3.158
Cl  -1.373  -1.449  -3.432
C  -2.393  1.294  -3.824
C  -1.802  2.156  -5.131
Cl  -3.742  0.204  -4.569
C  0.728  0.679  -1.639
C  1.303  0.218  -0.187
P  1.622  -1.694  -0.037
S  3.296  -2.270  -0.840
N  0.495  0.603  1.020
C  -0.994  0.856  0.744
C  -1.813  0.260  2.022
C  -1.815  -1.418  2.030
C  -1.496  -1.950  3.575
Br  -3.168  -2.080  4.686
O  -1.106  2.284  0.475
B  -1.522  3.103  1.610
O  -2.969  3.268  1.951
O  -0.557  3.840  2.459
H  -3.895  6.595  -0.317
H  -3.662  4.769  -0.736
H  -4.364  5.301  1.014
H  -7.869  3.841  -0.438
H  -7.924  3.270  -2.263
H  -6.475  1.909  0.325
H  -7.544  1.170  -1.078
H  -5.053  2.135  -2.556
H  -5.496  0.352  -2.137
H  -4.342  1.479  0.467
H  -3.326  2.360  -0.980
H  -3.611  -0.725  0.026
H  -3.484  -0.471  -1.829
H  -1.129  -1.033  -0.641
H  -0.227  0.676  -3.854
H  -2.809  2.106  -3.092
H  -1.314  1.341  -5.854
H  -1.013  2.969  -4.813
H  -2.727  2.641  -5.692
H  1.190  1.755  -1.869
H  1.231  -0.060  -2.431
H  2.376  0.722  -0.055
H  0.529  -2.456  -0.652
H  1.631  -2.135  1.365
H  0.647  -0.162  1.744
H  0.976  1.454  1.442
H  -2.977  0.527  2.033
H  -1.332  0.521  3.084
H  -2.867  -1.864  1.745
H  -0.931  -1.855  1.369
H  -1.026  -3.036  3.490
H  -0.649  -1.291  4.098
H  -3.077  2.710  2.796
H  0.367  3.571  2.164
C  9.878  -3.421  0.892
C  9.001  -4.461  1.570
C  7.788  -4.867  0.728
C  6.794  -3.739  0.429
C  6.207  -3.042  1.659
C  5.394  -3.972  2.545
H  9.339  -2.485  0.721
H  10.746  -3.193  1.522
H  10.247  -3.789  -0.071
H  8.682  -4.093  2.550
H  9.605  -5.356  1.761
H  7.267  -5.687  1.235
H  8.140  -5.280  -0.226
H  5.973  -4.153  -0.171
H  7.277  -2.986  -0.205
H  5.556  -2.228  1.318
H  7.000  -2.571  2.249
H  4.564  -4.416  1.985
H  4.973  -3.415  3.389
H  6.007  -4.780  2.954

=====

The following is a quantum chemistry calculation of C4H4KLiO5 as an isolated structure at a distorted geometry, from the Open Molecules 2025 dataset.

Calculated values
Electronic energy, hartree: -1138.3241
F_max, eV Å⁻¹: 3.62
M, g mol⁻¹: 178.1
2S+1: 2
Net charge: +1

Positions of all 15 atoms, in Å:
O  -2.896  0.667  -0.003
C  -1.873  0.880  -0.816
C  -3.091  -0.747  0.217
O  -1.093  1.808  -0.720
O  -1.544  -0.269  -1.401
C  -1.908  -1.358  -0.537
K  1.356  2.849  -0.438
H  -4.072  -1.038  -0.170
H  -3.066  -0.940  1.296
H  -2.156  -2.211  -1.175
C  2.038  -0.498  0.483
O  2.451  0.684  0.367
O  2.731  -1.490  0.724
Li  4.215  -0.172  1.055
H  -0.850  -1.581  0.121

=====

The following is a quantum chemistry calculation of a 3-piece molecular cluster, C4H11NO2 overall at a distorted geometry, from the Open Molecules 2025 dataset.

Calculated values
Electronic energy, hartree: -364.1183
Energy relative to the best compared isomer or geometry (same formula, charge and spin), kcal per mole: 94.06
F_max, eV Å⁻¹: 5.74
M, g mol⁻¹: 105.1
Net charge: 0

Positions of all 18 atoms, in Å:
C  -2.593  0.634  1.148
C  -1.073  0.202  1.260
C  -0.010  0.972  0.879
N  1.335  0.746  1.232
C  2.372  0.904  0.488
H  -2.825  0.730  0.092
H  -3.242  -0.216  1.621
H  -2.879  1.523  1.629
H  -0.808  -0.516  2.070
H  -0.087  1.818  0.211
H  2.147  1.494  -0.583
H  3.392  0.480  0.200
H  1.147  -0.658  -5.599
H  -0.042  -0.683  -4.610
O  0.267  -1.106  -5.392
H  0.712  -2.746  1.408
H  1.180  -1.364  1.769
O  1.007  -2.211  2.176